No. 1
DFT (ωB97M-V/def2-TZVPD) results for a molecular structure, C10H30O2P2SiW at a distorted geometry.

DFT total energy: -1588.1729 Eh
Net charge: +2
HOMO (alpha / beta): -16.54 / -16.54 eV
Strongest force on any atom: 8.34 eV Å⁻¹
HOMO-LUMO gap (alpha / beta): 7.34 / 7.34 eV
Energy relative to the best compared isomer or geometry (same formula, charge and spin): 0.0 kcal per mole

Geometry (Å):
W: 0.0895 -0.7420 0.2349
Si: -1.5080 0.9253 0.9841
P: -1.7650 -1.7380 -0.9709
P: 1.3668 0.6422 2.1796
H: 0.1569 -0.0992 -1.5315
C: -1.0871 -3.1540 -1.8736
H: -1.8831 -3.5822 -2.4993
H: -0.7359 -3.9078 -1.1559
H: -0.2469 -2.8466 -2.5097
C: -2.7311 -0.7917 -2.1905
H: -3.4514 -1.4761 -2.6602
H: -2.0640 -0.3810 -2.9579
H: -3.2689 0.0300 -1.7026
C: -3.0308 -2.4767 0.1153
H: -3.7952 -2.9471 -0.5193
H: -3.4948 -1.7060 0.7408
H: -2.5593 -3.2288 0.7603
C: 3.0442 -0.0242 2.3615
H: 3.5295 0.4664 3.2192
H: 3.6163 0.1519 1.4427
H: 2.9716 -1.1048 2.5386
C: 1.6361 2.4248 1.8869
H: 2.3262 2.7855 2.6632
H: 0.6880 2.9724 1.9497
H: 2.0825 2.5686 0.8936
C: 0.7238 0.4716 3.8835
H: 1.3817 1.0392 4.5562
H: 0.7297 -0.5937 4.1446
H: -0.2999 0.8537 3.9450
C: -1.7606 2.5276 -0.0263
H: -1.9331 2.3047 -1.0877
H: -0.9027 3.2025 0.0940
H: -2.6570 3.0117 0.3921
H: -2.9118 0.4026 1.0135
H: -1.3904 1.5586 2.3306
C: 1.5126 0.1795 -1.6668
O: 2.0598 -0.1843 -0.4625
C: 2.1090 -0.6898 -2.7760
H: 1.9615 -0.2377 -3.7551
H: 1.6736 -1.7054 -2.7760
H: 3.1935 -0.7880 -2.5789
C: 1.6100 1.6781 -1.9729
H: 2.5395 2.0809 -1.5301
H: 0.7503 2.2512 -1.5827
H: 1.6439 1.8184 -3.0584
O: 0.0805 -1.9423 1.5149

Löwdin atomic charge list, values in e, 8 entries:
1. W 1.176
2. Si 0.429
3. P 0.663
4. P 0.775
5. H 0.062
6. C -0.203
7. H 0.087
8. H 0.075


No. 2
DFT (ωB97M-V/def2-TZVPD) results for a single C18H19NO3 molecule.

DFT total energy: -977.7610 Eh
Net charge: 0
HOMO: -7.97 eV
Strongest force on any atom: 0.60 eV Å⁻¹
SMILES string: C=CCOc1ccc(C(=O)Nc2ccc(OCC)cc2)cc1
HOMO-LUMO gap: 8.67 eV
Energy relative to the best compared isomer or geometry (same formula, charge and spin): 51.8 kcal per mole

Geometry (Å):
C: -5.6752 -0.2483 0.7509
C: -5.4716 -1.1114 -0.2253
C: -4.2053 -1.8942 -0.4364
H: -3.8939 -1.8222 -1.4893
O: -3.1396 -1.5512 0.4201
C: -2.4889 -0.3726 0.2340
C: -1.4373 -0.1205 1.1200
C: -0.6858 1.0273 1.0109
C: -0.9661 1.9566 0.0102
C: -2.0358 1.7230 -0.8442
C: -2.7882 0.5671 -0.7479
H: -3.6142 0.4196 -1.4253
H: -2.2732 2.4605 -1.5962
C: -0.2147 3.2345 -0.1042
O: -0.7662 4.3058 -0.2696
N: 1.1421 3.1757 0.0369
C: 1.9973 2.0665 0.0127
C: 3.1577 2.0861 0.7850
C: 4.0167 1.0101 0.7847
C: 3.7449 -0.1209 0.0118
C: 2.6039 -0.1266 -0.7840
C: 1.7484 0.9603 -0.7902
H: 0.8792 0.9443 -1.4286
H: 2.3693 -0.9647 -1.4206
O: 4.6660 -1.1199 0.0927
C: 4.4215 -2.3559 -0.5474
C: 3.3864 -3.2043 0.1861
H: 3.7104 -3.3755 1.2096
H: 3.2765 -4.1622 -0.3147
H: 2.4209 -2.7048 0.2110
H: 5.3914 -2.8611 -0.5343
H: 4.1297 -2.2008 -1.5935
H: 4.9141 1.0174 1.3824
H: 3.3792 2.9515 1.3924
H: 1.5871 4.0807 0.1316
H: 0.1140 1.2103 1.7127
H: -1.2343 -0.8472 1.8909
H: -4.4011 -2.9516 -0.2205
H: -6.2412 -1.3286 -0.9539
H: -6.6080 0.2772 0.8561
H: -4.9161 -0.0301 1.4833

Löwdin atomic charge list, values in e, 8 entries:
1. C 0.026
2. C -0.158
3. C -0.207
4. H 0.127
5. O -0.046
6. C -0.274
7. C 0.014
8. C -0.027


No. 3
DFT (ωB97M-V/def2-TZVPD) results for a single C4H10OS2 molecule at a distorted geometry.

DFT total energy: -1030.0007 Eh
Net charge: 0
HOMO: -8.72 eV
Strongest force on any atom: 1.51 eV Å⁻¹
SMILES string: CSSCCCO
HOMO-LUMO gap: 9.39 eV
Energy relative to the best compared isomer or geometry (same formula, charge and spin): 19.5 kcal per mole

Geometry (Å):
C: 0.6371 0.6237 -1.3011
C: 0.2782 2.1360 -1.4694
O: 1.3436 2.8632 -0.8620
C: 0.4955 0.1045 0.1383
S: -1.2369 0.0642 0.6771
S: -1.8920 -1.8453 0.4653
C: -1.1756 -2.8640 1.8326
H: 0.0858 -0.0728 -1.9252
H: 1.6864 0.5855 -1.5714
H: 0.3961 2.4443 -2.5152
H: -0.7260 2.3586 -1.0845
H: 1.2390 2.8936 0.1028
H: 0.9242 0.7490 0.8828
H: 0.9236 -0.8827 0.2914
H: -0.1951 -3.2529 1.4859
H: -0.8888 -2.2587 2.7205
H: -1.8950 -3.6462 2.1321

Löwdin atomic charge list, values in e, 8 entries:
1. C -0.240
2. C -0.254
3. O -0.089
4. C -0.541
5. S 0.462
6. S 0.395
7. C -0.456
8. H 0.102


No. 4
DFT (ωB97M-V/def2-TZVPD) results for 2 unconnected molecules or ions with the total composition C9H14 at a distorted geometry.

DFT total energy: -351.2573 Eh
Net charge: 0
HOMO: -8.90 eV
Strongest force on any atom: 5.16 eV Å⁻¹
SMILES string: Cc1ccccc1.CC
HOMO-LUMO gap: 9.90 eV
Energy relative to the best compared isomer or geometry (same formula, charge and spin): 45.8 kcal per mole

Geometry (Å):
C: -0.7702 1.0327 -2.9520
C: -1.8660 -0.0195 -2.9126
H: -0.1676 0.9885 -3.9181
H: -1.2499 2.0073 -2.9601
H: -0.0065 1.0511 -2.1667
H: -2.2708 0.0379 -3.8519
H: -2.4077 0.2048 -2.0585
H: -1.6794 -0.9797 -2.7975
C: -1.3596 -1.0457 1.0748
C: 1.8502 1.2522 1.2409
C: 2.5266 0.5075 2.2322
C: 0.6564 0.6277 0.8187
C: 0.0456 -0.5567 1.3293
C: 2.1424 -0.7995 2.5231
C: 0.8614 -1.2934 2.2376
H: 2.1527 2.1728 0.9029
H: 3.2569 1.0139 2.7695
H: 0.1322 0.9976 -0.0975
H: 2.9084 -1.2489 3.2497
H: -1.5658 -1.0429 -0.0630
H: -2.1944 -0.5571 1.5419
H: 0.4821 -2.1961 2.6884
H: -1.4771 -2.1544 1.1688

Löwdin atomic charge list, values in e, 8 entries:
1. C -0.151
2. C -0.145
3. H 0.085
4. H 0.062
5. H 0.035
6. H 0.046
7. H 0.044
8. H 0.014


No. 5
DFT (ωB97M-V/def2-TZVPD) results for a molecular structure, C23H24AsF9N5OPtS at a distorted geometry.

DFT total energy: -4891.8298 Eh
Net charge: +1
HOMO (alpha / beta): -10.23 / -10.21 eV
Strongest force on any atom: 1.65 eV Å⁻¹
HOMO-LUMO gap (alpha / beta): 7.47 / 7.45 eV
Energy relative to the best compared isomer or geometry (same formula, charge and spin): 12.6 kcal per mole

Geometry (Å):
Pt: 0.0176 -0.3243 0.1445
C: 2.0150 -1.9305 1.8200
N: 0.6516 -2.0720 1.2544
C: -0.3287 -2.5295 2.2653
C: -1.0965 -1.3523 2.7612
N: -1.2118 -0.3204 1.9999
C: -2.0694 0.5731 2.6546
C: -2.5400 1.8278 2.2742
C: -3.3861 2.4748 3.1532
C: -3.7559 1.8945 4.3810
C: -3.2947 0.6504 4.7637
C: -2.4474 0.0052 3.8694
N: -1.7970 -1.2325 3.9153
C: 2.5681 -0.5772 1.5604
N: 1.7923 0.4397 1.3508
C: 2.6499 1.5451 1.1831
C: 2.3769 2.8961 0.9927
C: 3.4527 3.7574 0.8997
C: 4.7788 3.2966 0.9989
C: 5.0613 1.9636 1.2162
C: 3.9662 1.1129 1.3157
N: 3.8769 -0.2598 1.5469
H: 2.6861 -2.6899 1.4174
H: 1.9717 -2.0839 2.8974
H: 0.6739 -2.7519 0.5117
H: 0.1457 -3.0729 3.0804
H: -1.0263 -3.2117 1.7842
H: -2.2544 2.2629 1.3231
H: -3.7802 3.4498 2.8937
H: -4.4186 2.4378 5.0432
H: -3.5856 0.2038 5.7080
H: -1.8857 -1.9307 4.6309
H: 1.3599 3.2598 0.9403
H: 3.2735 4.8176 0.7585
H: 5.5948 4.0049 0.9151
H: 6.0807 1.6058 1.3121
H: 4.6430 -0.8963 1.6792
C: -2.6472 0.8014 -3.2131
As: -0.9208 1.5479 -2.8990
C: 0.4998 0.9925 -4.0400
C: -1.1547 3.3811 -3.4154
S: -0.5283 1.7515 -0.8056
H: -2.8074 0.6457 -4.2783
H: -3.3458 1.5364 -2.8271
H: -2.7296 -0.1313 -2.6727
H: 0.0717 0.7078 -5.0008
H: 1.0320 0.1617 -3.5963
H: 1.1458 1.8586 -4.1554
H: -1.4218 3.4242 -4.4717
H: -0.2199 3.9102 -3.2500
H: -1.9396 3.8336 -2.8160
F: -2.7564 -2.5906 -2.1209
C: -1.6653 -3.1952 -1.6403
F: -1.7543 -4.5008 -1.9036
F: -1.6989 -3.0542 -0.2991
C: -0.3868 -2.5064 -2.2425
O: -0.3309 -1.1866 -1.8747
C: 0.9141 -3.3696 -1.8539
F: 1.3837 -4.1124 -2.8502
F: 0.6629 -4.2497 -0.8338
F: 1.9057 -2.5757 -1.4345
C: -0.4953 -2.5802 -3.8157
F: 0.6781 -2.2504 -4.3830
F: -1.3996 -1.7057 -4.2666
F: -0.8499 -3.7872 -4.2563

Löwdin atomic charge list, values in e, 8 entries:
1. Pt 0.885
2. C -0.076
3. N -0.135
4. C -0.085
5. C -0.311
6. N 0.039
7. C -0.193
8. C -0.015


No. 6
DFT (ωB97M-V/def2-TZVPD) results for 2 unconnected molecules or ions with the total composition C3H8NS.

DFT total energy: -572.0425 Eh
Net charge: -1
HOMO: -2.53 eV
Strongest force on any atom: 0.83 eV Å⁻¹
HOMO-LUMO gap: 6.74 eV
Energy relative to the best compared isomer or geometry (same formula, charge and spin): 22.4 kcal per mole

Geometry (Å):
C: -1.1845 -1.9288 0.3263
C: -0.2771 -0.9998 0.6340
N: -0.5589 0.1336 1.3939
C: 0.4030 1.2125 1.4897
H: -2.2292 -1.8221 0.5989
H: -0.9170 -2.7509 -0.3212
H: 0.7492 -1.0571 0.2971
H: -1.4550 0.5271 1.1353
H: 0.0670 1.9339 2.2422
H: 1.4059 0.8693 1.7406
H: 0.4893 1.7808 0.5570
S: 0.7915 0.7033 -1.9226
H: -0.3502 0.2024 -2.4231

Löwdin atomic charge list, values in e, 8 entries:
1. C -0.062
2. C -0.333
3. N -0.111
4. C -0.184
5. H 0.028
6. H 0.024
7. H 0.055
8. H 0.110


No. 7
DFT (ωB97M-V/def2-TZVPD) results for 4 unconnected molecules or ions with the total composition C2H12O3S at a distorted geometry.

DFT total energy: -707.2815 Eh
Net charge: 0
HOMO: -8.13 eV
Strongest force on any atom: 1.43 eV Å⁻¹
SMILES string: CSC.O.O.O
HOMO-LUMO gap: 8.58 eV
Energy relative to the best compared isomer or geometry (same formula, charge and spin): 14.5 kcal per mole

Geometry (Å):
C: 1.9586 -0.5500 -0.7998
S: 0.7988 -1.9144 -0.5237
C: -0.6283 -1.3258 -1.4536
H: 1.8766 0.0374 -1.7066
H: 2.8916 -1.1147 -0.9045
H: 2.0173 0.0809 0.0808
H: -1.5792 -1.5604 -0.9730
H: -0.6233 -0.2403 -1.5295
H: -0.6374 -1.7033 -2.4755
H: -0.0645 1.7126 -0.0261
H: 0.1200 2.9885 -0.7897
O: 0.1229 2.0273 -0.9006
H: -0.5206 -0.0982 3.1296
H: 0.1659 -1.3156 2.7674
O: -0.1998 -0.5286 2.3453
H: -1.4496 0.5822 1.5439
H: -2.5388 1.4338 0.8552
O: -1.7102 1.4886 1.3602

Löwdin atomic charge list, values in e, 8 entries:
1. C -0.429
2. S 0.737
3. C -0.434
4. H 0.039
5. H 0.015
6. H 0.019
7. H 0.028
8. H 0.010